{
  "formula": "C2H6INOP",
  "method": "wB97M-V/def2-TZVPD",
  "species": ["I", "P", "O", "C", "C", "N", "H", "H", "H", "H", "H", "H"],
  "coordinates": [[1.925432, -2.271881, 1.775166], [1.069602, -2.686205, -0.409939], [0.004078, -1.014899, -0.781761], [-0.236142, 0.375693, -0.819361], [0.416511, 1.359737, 0.045057], [-1.037462, 1.031477, 0.258199], [-0.169455, -3.383100, 0.099386], [-0.625501, 0.801391, -1.761610], [1.115594, 1.013212, 0.791404], [0.621695, 2.416810, -0.263293], [-1.774418, 1.678029, -0.210909], [-1.309934, 0.679736, 1.277662]],
  "atomic_forces_ev_per_a": [[0.107, -0.007, 0.140], [-2.363, 1.786, 0.146], [-0.369, 1.146, -0.043], [1.575, -3.623, -0.680], [0.337, 1.762, -0.495], [-2.475, 1.104, 2.412], [1.236, 0.919, -0.617], [0.311, -0.861, 0.235], [-0.391, -0.272, 0.318], [-0.295, -1.224, 0.049], [1.667, -1.204, 1.656], [0.661, 0.473, -3.120]],
  "lowdin_charge": [0.389, 0.514, -0.462, -0.337, -0.014, 0.108, -0.087, 0.171, 0.109, 0.150, 0.214, 0.244],
  "e_tot_ev": -23088.90225,
  "de_lowest_kj_mol": 176.0,
  "e_lumo_ha": -0.1647,
  "smiles": "IPO[C@@H]1C[NH2+]1",
  "homo_lumo_gap_ev": 8.76,
  "total_charge": 1
}